[1]
{
  "formula": "C6H6ClFN2OS",
  "method": "ωB97M-V/def2-TZVPD",
  "total_energy_ev": -37413.6237,
  "species": ["C", "C", "C", "C", "C", "C", "H", "H", "H", "H", "H", "H", "N", "N", "O", "F", "S", "Cl"],
  "xyz": [[1.6732, 0.3828, -0.3930], [0.5529, 0.3263, -1.1521], [-0.0982, -0.9264, -0.9886], [0.6485, -1.6361, -0.1765], [-2.6589, 0.3833, 1.2616], [-3.5429, 0.7272, 0.1664], [2.3597, 2.1712, 0.9997], [0.3851, 1.1847, -1.8918], [0.7243, -2.7094, -0.0766], [3.2968, -2.4590, 0.3657], [-2.6256, 1.2392, 1.8709], [-3.2262, -0.3263, 1.9050], [1.7068, -0.9049, 0.2166], [-4.3663, 0.9015, -0.6648], [2.6933, -1.3107, 1.0389], [-1.3442, -1.2093, -1.3250], [2.7986, 1.7768, -0.1826], [-0.9395, -0.0987, 0.8348]],
  "mulliken_charge": [-0.24, -0.26, 0.26, -0.35, -0.37, 0.26, 0.13, 0.33, 0.33, 0.34, 0.29, 0.30, 0.54, -0.41, -0.58, -0.32, -0.21, -0.05]
}

[2]
{
  "formula": "C4H11N3",
  "method": "ωB97M-V/def2-TZVPD",
  "smiles": "[H]/N=C(/N)NCCC",
  "de_lowest_ev": 0.9849,
  "species": ["C", "C", "C", "N", "C", "N", "N", "H", "H", "H", "H", "H", "H", "H", "H", "H", "H", "H"],
  "xyz": [[1.8945, 0.8242, -1.1352], [1.7792, -0.2516, -0.0602], [0.5192, -0.1629, 0.8241], [-0.6187, 0.2881, 0.0633], [-1.9194, -0.1413, 0.1449], [-2.2454, -0.7536, 1.3614], [-2.7963, 0.0000, -0.7625], [1.4046, 0.4847, -2.0493], [1.4899, 1.7851, -0.8256], [2.9316, 0.9871, -1.4071], [1.7617, -1.2281, -0.5334], [2.6504, -0.2256, 0.6020], [0.6625, 0.4862, 1.6899], [0.2645, -1.1730, 1.1428], [-0.4503, 1.0634, -0.5564], [-1.6491, -1.5272, 1.6115], [-3.2267, -0.9738, 1.4530], [-2.4520, 0.5184, -1.5631]],
  "mulliken_charge": [-1.25, -0.37, -0.49, -0.11, 0.51, -0.48, -0.76, 0.32, 0.34, 0.36, 0.27, 0.34, 0.25, 0.27, 0.16, 0.18, 0.27, 0.20]
}

[3]
{
  "formula": "C27H78F3FeN16O15",
  "method": "ωB97M-V/def2-TZVPD",
  "total_energy_ev": -126334.5233,
  "s2": 12.02,
  "spin_multiplicity": 7,
  "total_charge": 3,
  "species": ["Fe", "C", "O", "O", "C", "F", "F", "F", "C", "C", "H", "H", "H", "H", "H", "H", "C", "O", "N", "N", "H", "H", "H", "H", "C", "O", "N", "N", "H", "H", "H", "H", "C", "O", "N", "N", "H", "H", "H", "H", "C", "O", "N", "N", "H", "H", "H", "H", "C", "O", "N", "N", "H", "H", "H", "H", "C", "O", "N", "N", "H", "H", "H", "H", "C", "O", "N", "N", "H", "H", "H", "H", "C", "O", "N", "N", "H", "H", "H", "H", "C", "C", "C", "O", "H", "H", "H", "H", "H", "H", "H", "H", "C", "C", "C", "O", "H", "H", "H", "H", "H", "H", "H", "H", "C", "C", "C", "O", "H", "H", "H", "H", "H", "H", "H", "H", "C", "C", "C", "O", "H", "H", "H", "H", "H", "H", "H", "H", "C", "C", "C", "O", "H", "H", "H", "H", "H", "H", "H", "H"],
  "xyz": [[2.9256, 2.2134, 1.8785], [1.6779, -0.0123, -0.3764], [0.5061, -0.1919, 0.4406], [2.5745, 0.9592, 0.2786], [2.2538, -1.4433, -0.5816], [2.2607, -2.1755, 0.4826], [1.7881, -2.1050, -1.6240], [3.5186, -1.3285, -0.9296], [-0.6514, 0.2551, -0.2519], [-1.6046, 0.4573, 0.9289], [-1.1682, 1.1246, 1.6721], [-2.5887, 0.8083, 0.6182], [-1.8872, -0.4644, 1.4376], [-0.8859, -0.5670, -0.9281], [-0.5622, 1.1876, -0.8092], [1.3687, 0.3414, -1.3599], [-4.1014, 2.7588, 2.9947], [-3.9705, 3.5151, 2.0933], [-4.1697, 1.4587, 2.8525], [-4.1478, 2.9836, 4.2573], [-4.3194, 1.1071, 1.9176], [-4.2579, 0.8533, 3.6561], [-3.8419, 3.8591, 4.6572], [-4.3593, 2.1724, 4.8208], [6.0053, 2.2117, -2.5534], [6.0716, 3.3264, -2.9500], [4.9006, 1.5510, -2.4760], [7.0609, 1.5609, -2.1318], [4.9573, 0.6079, -2.1189], [4.0171, 2.0364, -2.5385], [7.9637, 1.9477, -2.3673], [7.0260, 0.6930, -1.6164], [-2.5940, 0.2570, -4.5265], [-3.8001, 0.2719, -4.3219], [-2.1019, 1.0477, -5.5175], [-1.7940, -0.5401, -3.9701], [-1.2148, 0.7070, -5.8596], [-2.7075, 1.5369, -6.1610], [-2.0383, -1.2742, -3.3208], [-1.0225, -0.6979, -4.6025], [1.2497, 0.2025, 3.7425], [2.0363, 0.8511, 3.0265], [1.4641, -0.0596, 4.9809], [0.1552, -0.3977, 3.2711], [2.2440, 0.3047, 5.5092], [0.9332, -0.7845, 5.4424], [-0.4485, -0.8835, 3.9189], [0.1331, -0.4872, 2.2654], [0.6730, 3.3306, -3.6607], [1.5474, 3.2310, -2.8093], [0.7967, 3.9700, -4.7772], [-0.4313, 2.8006, -3.6356], [1.7211, 4.3704, -4.8496], [0.1971, 3.7820, -5.5679], [-1.2005, 3.0585, -4.2372], [-0.4812, 2.1882, -2.8339], [2.3704, -1.0165, -5.2010], [1.1712, -0.9651, -5.1550], [3.0550, -1.2759, -6.2599], [3.1378, -0.8032, -4.1967], [2.7110, -1.4175, -7.1989], [3.9917, -1.5057, -5.9601], [4.1416, -0.7776, -4.3054], [2.6679, -0.8443, -3.3036], [4.4280, 4.5344, 0.3625], [3.6729, 3.5382, 0.6474], [4.0786, 5.6769, -0.1679], [5.7136, 4.5225, 0.6741], [3.1338, 5.9261, -0.4236], [4.7950, 6.2809, -0.5449], [6.0721, 3.6198, 0.9511], [6.2698, 5.3582, 0.7858], [0.0972, 3.4350, 1.2910], [1.1175, 2.9888, 1.6896], [-0.9144, 3.7407, 2.0773], [-0.0797, 3.8448, 0.0636], [-0.8488, 3.3943, 3.0237], [-1.8278, 3.8803, 1.6693], [-0.9372, 4.3781, 0.0806], [0.5865, 3.7849, -0.6931], [0.7780, -5.6582, 1.8625], [0.1809, -4.6384, 2.8429], [1.0401, -4.3719, 4.0865], [0.0026, -3.3472, 2.1806], [0.8052, -6.6627, 2.2846], [1.7949, -5.2920, 1.7209], [0.2786, -5.7775, 0.9010], [-0.7765, -4.9866, 3.2307], [2.1194, -4.3678, 3.9342], [1.0305, -5.2021, 4.7927], [0.7778, -3.4352, 4.5784], [0.8619, -3.2198, 1.7722], [-5.3986, -2.0251, 4.8836], [-4.0381, -1.4598, 5.2153], [-2.8878, -1.9044, 4.2862], [-4.0231, -0.0860, 5.4481], [-5.9371, -1.8872, 5.8212], [-5.3917, -3.0640, 4.5538], [-5.8402, -1.4128, 4.0974], [-3.6889, -1.9305, 6.1343], [-2.8771, -1.3406, 3.3534], [-2.9136, -2.9893, 4.1834], [-1.9672, -1.6907, 4.8294], [-4.8193, 0.0654, 5.9626], [-4.1711, -2.2002, 0.3153], [-2.9040, -3.0547, 0.2471], [-3.0374, -4.4536, 0.9086], [-2.5315, -3.0790, -1.1169], [-4.9170, -2.4316, 1.0757], [-4.7571, -2.1290, -0.6010], [-3.8099, -1.1867, 0.4902], [-2.0847, -2.6335, 0.8298], [-2.1054, -5.0032, 0.7768], [-3.8467, -5.0541, 0.4931], [-3.1915, -4.4008, 1.9863], [-1.8494, -3.7430, -1.2409], [4.2151, -4.7274, -0.1954], [3.3472, -5.0576, -1.4324], [3.5248, -4.2723, -2.7230], [3.5207, -6.3957, -1.7128], [5.2681, -5.0072, -0.2257], [3.8953, -5.4705, 0.5351], [4.1071, -3.7801, 0.3329], [2.3077, -4.8207, -1.2055], [3.7409, -3.2128, -2.5860], [2.6762, -4.2737, -3.4071], [4.3163, -4.5815, -3.4057], [4.4279, -6.5020, -2.0084], [-3.2024, 3.2322, -1.6935], [-2.9044, 4.7307, -1.8318], [-4.1700, 5.6684, -1.9850], [-2.4673, 5.1908, -0.5686], [-2.5059, 2.7494, -1.0080], [-3.2450, 2.7709, -2.6802], [-4.1952, 2.9818, -1.3195], [-2.1929, 5.0932, -2.5737], [-4.4256, 5.5974, -3.0422], [-3.8847, 6.6729, -1.6724], [-5.0571, 5.3781, -1.4221], [-3.2823, 5.3037, -0.0740]],
  "lowdin_spin": [4.04, 0.03, 0.01, 0.60, 0.02, 0.00, 0.00, 0.00, 0.00, 0.00, 0.00, 0.00, 0.00, 0.00, 0.00, 0.00, 0.00, 0.00, 0.00, 0.00, 0.00, 0.00, 0.00, 0.00, 0.00, 0.00, 0.00, 0.00, 0.00, 0.00, 0.00, 0.00, 0.08, 0.77, 0.07, 0.06, 0.01, 0.00, 0.00, 0.00, 0.01, 0.07, 0.00, 0.01, 0.00, 0.00, 0.00, 0.00, 0.00, 0.00, 0.00, 0.00, 0.00, 0.00, 0.00, 0.00, 0.00, 0.00, 0.00, 0.00, 0.00, 0.00, 0.00, 0.00, 0.01, 0.07, 0.00, 0.00, 0.00, 0.00, 0.00, 0.00, 0.01, 0.08, 0.00, 0.00, 0.00, 0.00, 0.00, 0.00, 0.00, 0.00, 0.00, 0.00, 0.00, 0.00, 0.00, 0.00, 0.00, 0.00, 0.00, 0.00, 0.00, 0.00, 0.00, 0.00, 0.00, 0.00, 0.00, 0.00, 0.00, 0.00, 0.00, 0.00, 0.00, 0.00, 0.00, 0.00, 0.00, 0.00, 0.00, 0.00, 0.00, 0.00, 0.00, 0.00, 0.00, 0.00, 0.00, 0.00, 0.00, 0.00, 0.00, 0.00, 0.00, 0.00, 0.00, 0.00, 0.00, 0.00, 0.00, 0.00, 0.00, 0.00, 0.00, 0.00, 0.00, 0.00, 0.00, 0.00]
}

[4]
{
  "formula": "C7H8",
  "method": "ωB97M-V/def2-TZVPD",
  "smiles": "C#CC[C@H](C)C#C",
  "de_lowest_ev": 4.4371,
  "species": ["C", "C", "C", "C", "C", "C", "C", "H", "H", "H", "H", "H", "H", "H", "H"],
  "xyz": [[-0.5980, -1.7145, -0.7196], [0.2538, -0.6290, -0.0546], [0.8289, 0.4273, -1.0567], [1.0643, 1.6395, -0.2627], [0.8417, 2.3382, 0.6948], [-0.5607, -0.0055, 0.9980], [-1.2460, 0.4750, 1.8625], [-1.4396, -1.2575, -1.2513], [-0.0150, -2.3186, -1.4200], [-1.0110, -2.3733, 0.0509], [1.1170, -1.0958, 0.4381], [1.7226, 0.0253, -1.5476], [0.0956, 0.6393, -1.8452], [0.4090, 2.6868, 1.6097], [-1.8825, 0.8611, 2.6233]],
  "mulliken_charge": [-1.42, 0.40, -0.54, -0.46, -0.07, -0.46, -0.11, 0.35, 0.36, 0.38, 0.18, 0.33, 0.29, 0.37, 0.41]
}